Formula: C2H3NO3
Source: OMol25
Level of theory: ωB97M-V/def2-TZVPD

Values from the calculation:
energy	-9749.684	eV
HOMO energy	-0.407	hartree
Kohn-Sham gap	11.66	eV
structure (SMILES)	C=CO[N+](=O)[O-]
relative energy (zero: lowest compared OMol25 entry of this formula, charge and spin)	6.405	eV

Last column: Löwdin charge in e.
Element x y z (Å)
C -1.4449 -0.6883 -0.5576  0.058
H -1.5450 -0.9835 0.4547  0.071
C -0.2443 -0.2005 -0.6888  -0.178
N 1.3485 0.6337 0.9984  -0.436
O 2.1998 0.3235 1.7545  0.144
O 0.8343 -0.4357 0.2384  -0.001
H 0.1484 0.0626 -1.7282  0.140
O 0.9045 1.7137 0.7982  0.126
H -2.2013 -0.4255 -1.2696  0.076

***

Formula: C13H17BaIN2O3S
Source: OMol25
Level of theory: ωB97M-V/def2-TZVPD

Values from the calculation:
energy	-42509.964	eV
HOMO energy	-0.287	hartree
Kohn-Sham gap	7.34	eV
relative energy (zero: lowest compared OMol25 entry of this formula, charge and spin)	0.000	eV

Last column: Löwdin charge in e.
Element x y z (Å)
H 0.2735 -4.7267 -2.6849  0.111
S 0.3275 -0.6203 2.8134  0.377
H 3.3954 0.9874 1.1814  0.030
Ba 1.1651 1.4459 0.4226  1.773
H -3.0145 -1.7908 -2.8449  0.095
H -1.6064 -0.3724 4.1642  0.069
H 2.4922 -1.7652 -0.4305  0.110
C 1.5287 -3.3762 -1.5330  -0.049
H -0.6956 1.1700 4.0004  0.052
C -3.7127 1.2298 -1.4545  -0.040
H 3.3253 1.4709 -0.6585  0.034
O -0.5118 -0.4157 1.6039  -0.508
H 4.5113 2.1430 0.4570  0.061
C 0.3841 -3.7352 -2.2479  -0.051
C -0.6367 -2.7932 -2.3879  -0.003
C 1.6136 -2.0725 -1.0111  -0.124
C 3.5012 1.7637 0.3969  -0.316
H 3.3745 3.9812 0.9805  0.065
H 2.0511 3.1643 1.8056  -0.010
C -0.6146 0.0897 4.1615  -0.140
C -2.4117 1.4781 -0.9944  -0.150
C -3.9467 0.0402 -2.1477  -0.055
H -1.5523 -3.0232 -2.9261  0.098
C -2.8841 -0.8478 -2.3213  -0.010
C 2.5711 3.2760 0.8309  -0.381
O 0.6302 -1.9944 3.1480  -0.326
I -0.8748 3.9774 1.4629  -0.163
O 1.5388 0.2662 2.6992  -0.578
N 0.6566 -1.1495 -1.1879  0.035
H -2.1866 2.3905 -0.4232  -0.026
N -1.3840 0.6498 -1.1819  0.042
C -1.6103 -0.5330 -1.7929  -0.209
H -4.4915 1.9618 -1.2578  0.108
H -0.0967 -0.1274 5.1002  0.066
H 1.9618 3.6419 -0.0196  0.002
C -0.4898 -1.5119 -1.8099  -0.201
H 2.3514 -4.0688 -1.3717  0.105
H -4.9324 -0.2034 -2.5407  0.109

***

Formula: C3H11N2
Source: OMol25
Level of theory: ωB97M-V/def2-TZVPD

Values from the calculation:
energy	-6257.020	eV
HOMO energy	-0.511	hartree
Kohn-Sham gap	5.72	eV
net charge	+1
relative energy (zero: lowest compared OMol25 entry of this formula, charge and spin)	6.561	eV

Last column: Löwdin charge in e.
Element x y z (Å)
H -1.8446 -0.7803 -1.0095  0.131
N 1.5301 -1.0875 -0.1402  0.043
H 0.4069 1.8691 -1.3208  0.097
H 0.6026 2.0924 0.3031  0.116
H -3.0620 0.2690 -0.1065  0.079
H 0.8502 -1.2185 0.6670  0.098
C 1.7759 0.3702 -0.5093  -0.221
H -1.8067 0.6192 1.6275  0.110
H 2.3242 0.3911 -1.4557  0.125
C -2.3493 -0.5259 0.0171  -0.137
H 2.4141 0.7443 0.3698  0.159
H 2.3712 -1.5331 0.0145  0.044
C 0.5470 1.2625 -0.4419  0.116
N -1.3677 -0.0713 0.9958  0.048
H -0.5820 0.5963 0.2952  0.077
H -2.6521 -1.5781 0.2299  0.115

***

Please write out number 1 again, unchanged.
Formula: C2H3NO3
Source: OMol25
Level of theory: ωB97M-V/def2-TZVPD

Values from the calculation:
energy	-9749.684	eV
HOMO energy	-0.407	hartree
Kohn-Sham gap	11.66	eV
structure (SMILES)	C=CO[N+](=O)[O-]
relative energy (zero: lowest compared OMol25 entry of this formula, charge and spin)	6.405	eV

Last column: Löwdin charge in e.
Element x y z (Å)
C -1.4449 -0.6883 -0.5576  0.058
H -1.5450 -0.9835 0.4547  0.071
C -0.2443 -0.2005 -0.6888  -0.178
N 1.3485 0.6337 0.9984  -0.436
O 2.1998 0.3235 1.7545  0.144
O 0.8343 -0.4357 0.2384  -0.001
H 0.1484 0.0626 -1.7282  0.140
O 0.9045 1.7137 0.7982  0.126
H -2.2013 -0.4255 -1.2696  0.076

***

Please write out number 2 again, unchanged.
Formula: C13H17BaIN2O3S
Source: OMol25
Level of theory: ωB97M-V/def2-TZVPD

Values from the calculation:
energy	-42509.964	eV
HOMO energy	-0.287	hartree
Kohn-Sham gap	7.34	eV
relative energy (zero: lowest compared OMol25 entry of this formula, charge and spin)	0.000	eV

Last column: Löwdin charge in e.
Element x y z (Å)
H 0.2735 -4.7267 -2.6849  0.111
S 0.3275 -0.6203 2.8134  0.377
H 3.3954 0.9874 1.1814  0.030
Ba 1.1651 1.4459 0.4226  1.773
H -3.0145 -1.7908 -2.8449  0.095
H -1.6064 -0.3724 4.1642  0.069
H 2.4922 -1.7652 -0.4305  0.110
C 1.5287 -3.3762 -1.5330  -0.049
H -0.6956 1.1700 4.0004  0.052
C -3.7127 1.2298 -1.4545  -0.040
H 3.3253 1.4709 -0.6585  0.034
O -0.5118 -0.4157 1.6039  -0.508
H 4.5113 2.1430 0.4570  0.061
C 0.3841 -3.7352 -2.2479  -0.051
C -0.6367 -2.7932 -2.3879  -0.003
C 1.6136 -2.0725 -1.0111  -0.124
C 3.5012 1.7637 0.3969  -0.316
H 3.3745 3.9812 0.9805  0.065
H 2.0511 3.1643 1.8056  -0.010
C -0.6146 0.0897 4.1615  -0.140
C -2.4117 1.4781 -0.9944  -0.150
C -3.9467 0.0402 -2.1477  -0.055
H -1.5523 -3.0232 -2.9261  0.098
C -2.8841 -0.8478 -2.3213  -0.010
C 2.5711 3.2760 0.8309  -0.381
O 0.6302 -1.9944 3.1480  -0.326
I -0.8748 3.9774 1.4629  -0.163
O 1.5388 0.2662 2.6992  -0.578
N 0.6566 -1.1495 -1.1879  0.035
H -2.1866 2.3905 -0.4232  -0.026
N -1.3840 0.6498 -1.1819  0.042
C -1.6103 -0.5330 -1.7929  -0.209
H -4.4915 1.9618 -1.2578  0.108
H -0.0967 -0.1274 5.1002  0.066
H 1.9618 3.6419 -0.0196  0.002
C -0.4898 -1.5119 -1.8099  -0.201
H 2.3514 -4.0688 -1.3717  0.105
H -4.9324 -0.2034 -2.5407  0.109